Record 1
# C4H5N3

The molecule C4H5N3 in a non-equilibrium geometry (ωB97M-V/def2-TZVPD, the Open Molecules 2025 dataset).

Output
LUMO (spin up / spin down): -0.6588 / -2.9681 eV

```
! RIJCOSX wB97M-V def2-TZVPD def2/J DEFGRID3
* xyz 0 1
C -1.31284 -0.78306 -1.45509
C 0.06772 -0.47578 -1.52107
C 0.86739 -0.11438 -0.27835
C -0.02596 0.47300 0.70715
N -1.68951 -1.17716 -2.66594
N -0.59108 -1.21606 -3.37669
N 0.41992 -0.74071 -2.82422
H -1.82272 -0.60449 -0.54969
H 1.30637 -0.91748 0.19594
H 1.48014 0.69701 -0.62785
H -0.55762 -0.23997 1.30372
H -0.06603 1.48894 0.91357
*
```

Atom charges from the Löwdin analysis, given in e for atoms 1 to 4: C -0.095; C -0.208; C -0.194; C 0.055

=====

Record 2
# C3H7N2OS

The ion C3H7N2OS with charge -1 (ωB97M-V/def2-TZVPD, the Open Molecules 2025 dataset).

Output
LUMO: 3.8248 eV

```
! RIJCOSX wB97M-V def2-TZVPD def2/J DEFGRID3
* xyz -1 1
N 0.49318 1.36415 0.38498
C -0.50125 0.36873 -0.05842
C -0.28187 -0.10947 -1.51104
S 0.15044 1.23654 -2.66572
C -0.45816 -0.84871 0.84583
N 0.69114 -1.07500 1.54074
O -1.40643 -1.62774 0.93835
H 0.14406 2.27093 0.10700
H 1.31655 1.24061 -0.19648
H -1.48158 0.80600 0.09091
H 0.50926 -0.85824 -1.49922
H -1.21034 -0.58400 -1.83284
H 1.42649 -0.39595 1.61109
H 0.60851 -1.78785 2.24483
*
```

Atom charges from the Löwdin analysis, given in e for atoms 1 to 4: N -0.015; C -0.418; C -0.728; S 0.098

=====

Record 3
# C43H35ClFeN3O2P2S2

A structure of composition C43H35ClFeN3O2P2S2 in a non-equilibrium geometry (ωB97M-V/def2-TZVPD, the Open Molecules 2025 dataset).

Output
LUMO (spin up / spin down): -0.7236 / -0.8589 eV

```
! RIJCOSX wB97M-V def2-TZVPD def2/J DEFGRID3
* xyz 0 6
Fe -1.66170 0.56432 0.85310
Cl -1.52903 -3.01221 7.39591
C -1.55847 -2.02249 6.07845
C -1.25317 -0.58982 6.23888
C -1.45708 0.26235 5.17658
C -1.78896 -0.16891 3.82141
O -1.85958 0.61734 2.82314
C -1.97394 -1.62409 3.65842
C -2.28257 -2.22496 2.39449
N -2.60197 -1.51837 1.26122
C -3.48844 -1.98754 0.35799
C -3.83353 -3.33390 0.08763
C -4.37432 -3.60597 -1.16118
C -4.85339 -2.68887 -2.06679
C -4.77332 -1.29553 -1.71865
C -5.57321 -0.29729 -2.30604
C -5.37913 1.02665 -1.90773
C -4.53040 1.30403 -0.82525
N -3.84658 0.32992 -0.20810
C -4.04461 -0.98027 -0.49200
C -1.80157 -2.49142 4.81227
H -0.88412 -0.26356 7.18563
H -1.29201 1.31451 5.30118
H -2.23908 -3.32676 2.35918
H -3.79811 -4.03269 0.89790
H -4.49032 -4.63812 -1.45576
H -5.54205 -2.94913 -2.86809
H -6.22152 -0.58580 -3.19004
H -5.93303 1.85545 -2.28795
H -4.41003 2.31086 -0.47103
H -1.74244 -3.55620 4.60214
S -1.32793 0.15010 -2.45954
P 0.40067 -0.32767 -1.56578
C 0.33117 0.35328 0.09207
P 1.49372 1.39313 0.95925
S 0.60488 2.67216 2.07603
C 2.67251 2.29779 -0.15586
C 2.18605 3.44265 -0.70752
C 2.99626 4.27505 -1.51450
C 4.34507 3.94903 -1.72479
C 4.80230 2.78984 -1.13683
C 4.04271 2.01677 -0.25108
C 2.57362 0.48048 2.05020
C 3.66376 1.18018 2.49670
C 4.62159 0.59041 3.33626
C 4.49214 -0.72746 3.71397
C 3.34285 -1.39798 3.34234
C 2.39167 -0.82762 2.48021
C 0.56236 -2.14940 -1.39699
C 0.86903 -2.91627 -2.57141
C 0.92803 -4.29261 -2.61447
C 0.75681 -5.00808 -1.44373
C 0.40826 -4.30478 -0.31251
C 0.29111 -2.90595 -0.27427
C 1.75892 0.13174 -2.62131
C 1.54870 1.30830 -3.33540
C 2.28223 1.75938 -4.44104
C 3.19618 0.81089 -4.97215
C 3.39228 -0.39638 -4.32335
C 2.76019 -0.69634 -3.11605
H 1.14661 3.74837 -0.61015
H 2.47953 4.94126 -2.12785
H 5.14695 4.63799 -2.05739
H 5.74163 2.35763 -1.39668
H 4.53919 1.19320 0.18762
H 3.82057 2.21767 2.21528
H 5.34555 1.23631 3.81633
H 5.25001 -1.28071 4.30182
H 3.22816 -2.44187 3.60129
H 1.48797 -1.35071 2.19243
H 1.05746 -2.40930 -3.49797
H 1.13436 -4.80086 -3.55315
H 0.86824 -6.05385 -1.36375
H 0.18486 -4.81552 0.60441
H -0.00462 -2.37084 0.66311
H 0.72620 1.95727 -3.06113
H 2.19590 2.74982 -4.96100
H 3.71766 1.07361 -5.90450
H 4.03545 -1.09223 -4.76262
H 3.13426 -1.56649 -2.58589
C -1.77717 4.90933 0.00262
C -1.96427 3.44471 -0.33141
N -1.81376 3.23640 -1.63302
O -2.31967 2.51719 0.42911
H -1.60115 5.37207 -0.95691
H -0.87765 5.04969 0.63484
H -2.70617 5.24523 0.50297
H -1.63955 3.98594 -2.33356
H -1.90600 2.26652 -1.97019
*
```

Atom charges from the Löwdin analysis, given in e for atoms 1 to 4: Fe 0.793; Cl 0.726; C -0.766; C -0.058

=====

Record 4
# C5H7NOS

The molecule C5H7NOS in a non-equilibrium geometry (ωB97M-V/def2-TZVPD, the Open Molecules 2025 dataset).

Output
LUMO: 0.4563 eV

```
! RIJCOSX wB97M-V def2-TZVPD def2/J DEFGRID3
* xyz 0 1
N 2.09971 2.59394 0.99585
C 1.10882 1.98712 0.78085
O -0.50737 -0.80346 1.88320
S 0.28721 -2.34733 -1.07739
C 0.06811 -0.73897 -1.93707
C -0.19334 1.25906 0.67582
C -0.64971 -0.89462 -0.55314
C -0.01509 -0.27986 0.66762
H -0.43692 -1.80429 1.79777
H 1.02937 -0.24376 -1.97805
H -0.68436 -0.53006 -2.74812
H -0.74037 1.66695 -0.23100
H -0.74362 1.52587 1.64786
H -1.76852 -0.96387 -0.46523
H 1.14609 -0.42672 0.54102
*
```

Atom charges from the Löwdin analysis, given in e for atoms 1 to 4: N 0.127; C -0.214; O -0.038; S 0.821

=====

Record 5
# C8H7Cl2P

The molecule C8H7Cl2P in a non-equilibrium geometry (ωB97M-V/def2-TZVPD, the Open Molecules 2025 dataset).

Output
LUMO: 0.3665 eV

```
! RIJCOSX wB97M-V def2-TZVPD def2/J DEFGRID3
* xyz 0 1
C -0.48872 -0.28053 -2.64869
C -1.13041 -1.06907 -1.69618
C 0.17558 0.92474 -2.28044
C -1.17475 -0.55457 -0.44101
C 0.17006 1.35903 -0.93622
C -0.48413 0.63070 -0.00087
C 0.75838 -1.09083 3.05692
C 0.92720 -0.12362 2.14395
P -0.57144 0.95515 1.79454
Cl 2.17841 -0.27467 0.95346
Cl 0.33439 2.70540 1.96927
H -0.52283 -0.61882 -3.58782
H -1.51695 -2.02276 -1.95412
H 0.95852 1.38789 -2.84907
H -1.54153 -1.25567 0.32669
H 0.70774 2.18084 -0.68696
H 1.22855 -1.98071 2.99766
H -0.00810 -0.87248 3.83889
*
```

Atom charges from the Löwdin analysis, given in e for atoms 1 to 4: C -0.052; C -0.085; C -0.032; C -0.119

=====

Record 6
# C37H34BaN4OPSb

A structure of composition C37H34BaN4OPSb in a non-equilibrium geometry (ωB97M-V/def2-TZVPD, the Open Molecules 2025 dataset).

Output
LUMO: -5.3683 eV

```
! RIJCOSX wB97M-V def2-TZVPD def2/J DEFGRID3
* xyz 2 1
Ba -0.15873 0.18602 0.52318
C 2.21176 -0.01910 3.70675
C 0.75211 -0.01979 4.00923
C 0.24514 -0.03733 5.30863
C -1.10866 -0.03921 5.51374
C -1.99651 -0.03055 4.42994
C -1.45017 -0.01021 3.16663
N -0.10129 -0.00388 2.97785
Sb -3.06116 -0.08262 1.57977
C -2.65408 1.75763 0.36157
C -3.81346 2.36971 -0.05168
C -3.67999 3.60332 -0.70477
C -2.44666 4.15999 -0.89743
C -1.29988 3.48879 -0.45945
C 0.06845 4.05143 -0.62680
N -1.43166 2.31470 0.16003
C -2.34181 -1.76906 0.26703
C -3.33804 -2.58448 -0.22269
C -2.95530 -3.74595 -0.90246
C -1.63265 -4.06089 -1.05913
C -0.65373 -3.20140 -0.55764
C 0.80630 -3.46198 -0.70116
N -1.03180 -2.09825 0.09740
H 2.81215 -0.08249 4.61351
H 2.51864 0.89125 3.18438
H 2.50703 -0.85656 3.06972
H 0.93482 -0.04972 6.13960
H -1.50473 -0.05144 6.51890
H -3.06019 -0.04069 4.61702
H -4.79610 1.95259 0.11268
H -4.56661 4.12039 -1.04813
H -2.33892 5.11600 -1.38868
H 0.13532 4.73668 -1.47059
H 0.84506 3.29350 -0.78743
H 0.37565 4.60431 0.26360
H -4.38837 -2.36424 -0.09333
H -3.71789 -4.40404 -1.29612
H -1.32359 -4.96225 -1.56679
H 1.00029 -4.38013 -1.25379
H 1.27923 -3.55046 0.27817
H 1.32004 -2.66512 -1.24749
O -1.01925 0.70806 -2.58271
N 0.01981 -0.23470 -2.95157
C 1.15164 0.25785 -2.61036
C 2.38844 -0.53948 -2.84156
C 2.47393 -1.22925 -4.04030
C 3.61597 -1.97002 -4.33001
C 4.65879 -2.00991 -3.42398
C 4.55504 -1.32354 -2.21632
C 3.42201 -0.58595 -1.90307
P 3.20743 0.19026 -0.27132
C 4.44930 -0.57554 0.79181
C 5.50188 0.11476 1.36933
C 6.38594 -0.53598 2.22802
C 6.22825 -1.88243 2.50647
C 5.17353 -2.58873 1.92766
C 4.29380 -1.93282 1.08658
C 3.75156 1.90324 -0.44779
C 3.37305 2.82248 0.52789
C 3.82245 4.13646 0.50361
C 4.65507 4.55094 -0.52776
C 5.03472 3.65462 -1.52008
C 4.59236 2.34236 -1.47151
H -1.80583 0.34723 -3.03216
H 1.18989 1.25934 -2.15886
H 1.66610 -1.17210 -4.75384
H 3.68681 -2.49968 -5.26878
H 5.55253 -2.57294 -3.64718
H 5.36262 -1.37564 -1.49645
H 5.64831 1.16682 1.15357
H 7.20197 0.01762 2.66608
H 6.92178 -2.38389 3.16417
H 5.04292 -3.64078 2.12977
H 3.48949 -2.51798 0.65220
H 2.72183 2.54263 1.35953
H 3.53090 4.82592 1.28002
H 5.01453 5.56940 -0.56665
H 5.68182 3.97697 -2.32092
H 4.90652 1.65144 -2.24447
*
```

Atom charges from the Löwdin analysis, given in e for atoms 1 to 4: Ba 1.776; C -0.007; C -0.306; C 0.010

=====

no.,E (Ha)
1,-319.483798
2,-701.514901
3,-5177.287847
4,-722.840801
5,-1570.741123
6,-2331.220357